Entry 1:
{"formula": "C23H25F3NOPb", "method": "wB97M-V/def2-TZVPD", "total_energy_ha": -1513.40536, "homo_ev": [-11.58, -11.69], "gap_ha": [0.228, 0.210], "lumo_energy_ev": [-5.378, -5.973], "total_charge": 1, "multiplicity": 1, "largest_force_ev_per_a": 3.60, "symbols": ["C", "C", "C", "H", "C", "C", "H", "C", "C", "C", "H", "C", "C", "H", "H", "H", "H", "H", "H", "Pb", "C", "C", "C", "H", "H", "H", "H", "H", "H", "C", "C", "H", "H", "O", "N", "C", "H", "C", "C", "H", "C", "H", "C", "H", "C", "H", "C", "H", "H", "H", "F", "C", "F", "F"], "xyz": [[0.8307, 2.6925, 2.3531], [0.8770, 2.7229, 0.9330], [-0.3644, 2.2652, 0.4380], [1.7211, 3.0569, 0.3229], [-1.1851, 1.9324, 1.5562], [-0.4475, 2.2146, 2.7463], [-2.2254, 1.6069, 1.5178], [3.0784, -0.2327, 2.1179], [3.3619, 0.8177, 1.2231], [2.9395, 0.4358, -0.0922], [3.8486, 1.7618, 1.4826], [2.4022, -0.8681, -0.0133], [2.4761, -1.2949, 1.3667], [-0.6517, 2.1765, -0.6154], [-0.8044, 2.0777, 3.7764], [1.6252, 3.0111, 3.0319], [2.3839, -2.3351, 1.7167], [3.0266, 1.0404, -0.9926], [3.3067, -0.2799, 3.1786], [-0.1004, -1.2416, 2.1354], [1.6862, -1.6801, -1.0759], [2.2395, -3.0971, -1.0415], [1.7867, -1.0495, -2.4541], [3.3070, -3.0977, -1.2912], [1.7574, -3.7424, -1.7736], [2.1372, -3.5627, -0.0598], [2.8432, -0.9707, -2.7531], [1.3536, -0.0365, -2.4770], [1.2933, -1.6756, -3.2132], [0.2013, -1.6906, -0.5300], [-0.9468, -2.6712, -0.7511], [-0.2068, -0.6589, -0.5568], [0.5246, -2.1667, 0.4833], [-0.9774, -3.7345, -0.0992], [-2.0068, -2.1185, -1.5230], [-2.8298, -1.0620, -0.8510], [-2.6250, -2.8249, -1.9015], [-2.8847, 0.2913, -1.5509], [-3.6322, 1.3403, -0.9889], [-4.2206, 1.1577, -0.0843], [-3.6612, 2.5938, -1.5971], [-4.2425, 3.4020, -1.1618], [-2.9472, 2.8177, -2.7805], [-2.9513, 3.8034, -3.2494], [-2.2011, 1.7733, -3.3454], [-1.6383, 1.9259, -4.2657], [-2.1758, 0.5093, -2.7353], [-1.6450, -0.3444, -3.1799], [-2.4316, -0.9297, 0.1725], [-3.8604, -1.4579, -0.7542], [-0.4923, -0.5363, 5.2150], [0.6124, -0.7353, 4.4087], [1.3840, 0.4036, 4.5758], [1.3515, -1.7351, 5.0071]], "atomic_forces_ev_per_a": [[1.38, 0.64, -1.77], [0.25, 0.25, 0.49], [1.17, 0.35, -0.44], [-0.48, -0.10, 0.35], [-0.02, -0.44, 2.74], [-2.61, -1.49, -0.96], [0.36, 0.18, 0.01], [-0.82, -2.35, -0.09], [-0.04, 0.75, -2.65], [0.76, 0.46, 1.39], [-0.28, -0.41, -0.10], [-0.18, 0.42, -0.08], [0.04, 0.52, 1.63], [0.07, 0.08, 0.44], [0.19, 0.17, -0.62], [-0.33, -0.15, -0.28], [0.31, 0.52, -0.13], [-0.07, -0.17, 0.32], [-0.01, 0.11, -0.25], [-0.92, 1.70, 3.04], [-0.65, 0.07, -0.43], [0.54, -0.39, -0.27], [0.29, 0.10, -0.44], [-0.14, 0.09, 0.08], [-0.20, 0.04, 0.01], [-0.08, -0.03, -0.09], [-0.27, 0.02, 0.08], [0.04, -0.36, -0.01], [0.03, 0.24, 0.31], [1.28, -1.57, 1.06], [-0.66, -1.04, 0.69], [0.31, -0.32, 0.46], [-0.53, 0.94, -2.46], [0.08, 2.24, -2.10], [0.11, -0.42, 0.24], [0.02, -0.09, -0.01], [0.15, -0.25, 0.24], [0.32, 0.12, -0.17], [0.06, -0.23, -0.13], [0.20, 0.10, -0.23], [0.16, -0.17, -0.20], [0.06, -0.16, -0.03], [0.37, -0.37, 0.03], [-0.05, -0.34, 0.13], [-0.18, -0.06, 0.26], [-0.19, 0.04, 0.19], [-0.13, 0.06, 0.06], [-0.14, 0.58, 0.16], [-0.34, 0.04, -0.25], [0.57, 0.16, 0.13], [0.72, -0.22, -0.63], [0.44, 0.17, 0.85], [-0.43, -0.50, -0.14], [-0.55, 0.50, -0.40]], "mulliken_charge": [-0.111, -1.116, 0.164, 0.572, -0.385, -0.988, 0.608, -0.601, -0.739, -0.327, 0.570, 0.286, -1.647, 0.471, 0.461, 0.488, 0.753, 0.566, 0.555, 1.482, 2.832, -1.653, -2.024, 0.444, 0.393, 0.323, 0.458, 0.357, 0.405, -0.058, -0.576, 0.133, -0.259, -0.585, -0.056, -0.638, 0.360, 0.649, -0.381, 0.499, -0.574, 0.402, -0.530, 0.388, -0.626, 0.409, -0.307, 0.456, -0.141, 0.600, -0.275, -0.003, -0.211, -0.273]}

***

Entry 2:
{"formula": "C4H10N4", "method": "wB97M-V/def2-TZVPD", "total_energy_ha": -377.27628, "homo_ev": -8.05, "gap_ha": 0.314, "lumo_energy_ev": 0.504, "multiplicity": 1, "largest_force_ev_per_a": 6.82, "symbols": ["C", "C", "N", "C", "C", "N", "N", "N", "H", "H", "H", "H", "H", "H", "H", "H", "H", "H"], "xyz": [[-0.5667, 1.4963, -0.3830], [-2.5681, -0.5880, 0.3572], [-0.1681, 0.2846, 0.3285], [-0.5509, -0.9063, 0.0608], [1.8059, 0.1033, 0.2897], [2.4066, 0.6237, -0.8067], [-0.3044, -2.1243, 0.0014], [2.4589, -0.4157, 1.2397], [3.4236, 0.5976, -0.8023], [1.9779, 0.4366, -1.6981], [0.6876, -2.3548, -0.0373], [1.8699, -0.8543, 1.9461], [-1.4065, 1.9565, 0.1394], [-0.8457, 1.3014, -1.4214], [0.2620, 2.2065, -0.3701], [-2.8073, -1.5784, 0.7276], [-2.9014, -0.3761, -0.6534], [-2.7733, 0.1914, 1.0820]], "atomic_forces_ev_per_a": [[-0.14, -0.11, 0.01], [2.88, -1.02, -0.86], [6.47, 1.83, 0.00], [-6.65, -1.18, 0.96], [-1.07, -0.55, 1.23], [-0.29, 0.65, -0.53], [0.70, -0.07, -0.24], [-1.34, 0.01, -0.67], [-0.36, -0.18, 0.08], [-0.07, 0.18, 0.01], [0.22, 0.07, -0.05], [0.06, 0.51, 0.14], [-0.03, -0.07, -0.07], [-0.02, 0.02, 0.05], [-0.08, -0.19, 0.06], [-0.18, 0.03, -0.18], [-0.33, -0.05, 0.13], [0.23, 0.13, -0.07]], "mulliken_charge": [-0.983, -1.054, -0.163, 0.500, 0.450, -0.474, -0.646, -0.687, 0.259, 0.228, 0.263, 0.296, 0.319, 0.324, 0.419, 0.349, 0.298, 0.303]}

***

Entry 3:
{"formula": "CH2NO3PS", "method": "wB97M-V/def2-TZVPD", "total_energy_ha": -1059.29648, "homo_ev": [-10.00, -9.39], "gap_ha": [0.304, 0.245], "lumo_energy_ev": [-1.715, -2.726], "multiplicity": 1, "largest_force_ev_per_a": 4.85, "symbols": ["C", "N", "O", "O", "O", "P", "S", "H", "H"], "xyz": [[2.2908, -0.9899, -0.1095], [1.9979, -2.0846, -0.4502], [-1.2016, -0.7633, -0.0170], [-1.6511, 1.5917, 0.6364], [0.2546, 1.2348, -0.8959], [-1.1027, 0.7633, -0.4989], [2.3241, 0.5324, 0.5569], [-0.6502, -1.4243, -0.3669], [-2.2619, 1.1398, 1.1451]], "atomic_forces_ev_per_a": [[-1.32, -1.74, 0.03], [0.87, 2.02, 0.30], [-1.75, 1.82, 1.38], [0.38, 2.70, 1.25], [-0.32, -0.35, -0.01], [2.71, -1.73, -3.62], [0.21, -0.19, -0.41], [1.51, -1.28, -1.00], [-2.29, -1.25, 2.08]], "mulliken_charge": [0.432, -0.464, -0.416, -0.294, -0.486, 0.591, -0.021, 0.331, 0.328]}